(1)
Formula: C18H25N6O2
Source: OMol25
Level of theory: wB97M-V/def2-TZVPD

```
! wB97M-V def2-TZVPD RIJCOSX def2/J DEFGRID3
* xyz 1 1
C -2.784 -1.404 2.243
C -3.275 -1.646 0.850
C -4.583 -1.354 0.479
C -5.028 -1.576 -0.812
C -4.172 -2.098 -1.768
C -2.865 -2.398 -1.424
C -2.436 -2.173 -0.127
N -1.042 -2.469 0.216
C -0.138 -1.277 0.090
N 1.118 -1.547 0.288
C 1.918 -0.438 0.192
N 3.212 -0.591 0.425
C 3.832 -1.874 0.670
C 4.870 -2.138 -0.431
O 5.805 -1.092 -0.499
C 5.186 0.138 -0.782
C 4.159 0.497 0.302
N 1.444 0.772 -0.097
C 0.134 0.893 -0.290
N -0.378 2.069 -0.615
C -1.799 2.297 -0.762
C -2.243 3.316 0.298
O -1.494 4.500 0.200
C -0.120 4.262 0.382
C 0.413 3.279 -0.670
N -0.733 -0.161 -0.186
H -3.570 -0.959 2.846
H -1.934 -0.723 2.240
H -2.486 -2.336 2.727
H -5.258 -0.947 1.216
H -6.047 -1.341 -1.074
H -4.516 -2.272 -2.774
H -2.186 -2.802 -2.159
H -0.660 -3.205 -0.391
H -0.979 -2.797 1.189
H 3.067 -2.649 0.680
H 4.338 -1.837 1.639
H 5.436 -3.044 -0.212
H 4.356 -2.252 -1.398
H 5.981 0.883 -0.815
H 4.684 0.095 -1.760
H 3.622 1.408 0.048
H 4.674 0.619 1.260
H -2.331 1.353 -0.649
H -1.983 2.712 -1.758
H -3.285 3.597 0.146
H -2.126 2.873 1.300
H 0.375 5.229 0.287
H 0.065 3.855 1.388
H 1.456 3.031 -0.484
H 0.305 3.721 -1.666
*
```

Summary:
- Highest occupied orbital energy: -11.6144 eV
- LUMO: -2.5 eV
- SMILES: Cc1ccccc1[NH2+]c1nc(N2CCOCC2)nc(N2CCOCC2)n1

=====

(2)
Formula: C18H26AlBrINS3SbSi2
Source: OMol25
Level of theory: wB97M-V/def2-TZVPD

```
! wB97M-V def2-TZVPD RIJCOSX def2/J DEFGRID3
* xyz 0 2
Al -0.509 -0.464 -0.408
C 0.206 -3.425 1.563
Si -0.633 -2.010 2.485
C 0.068 -2.126 4.235
C -2.495 -2.227 2.594
C -0.211 -0.394 1.608
C 1.234 -0.373 1.275
C 2.342 -0.277 2.119
C 3.610 -0.322 1.576
C 3.781 -0.453 0.199
C 2.658 -0.529 -0.593
N 1.431 -0.492 -0.060
Si -0.805 1.217 2.388
C -2.654 1.430 2.127
C 0.174 2.630 1.616
C -0.492 1.335 4.246
H -0.129 -4.384 1.966
H 1.289 -3.375 1.705
H 0.008 -3.442 0.490
H -0.137 -3.129 4.620
H -0.373 -1.411 4.927
H 1.152 -1.995 4.259
H -2.732 -3.242 2.922
H -2.982 -2.064 1.632
H -2.927 -1.537 3.323
H 2.189 -0.174 3.183
H 4.476 -0.253 2.222
H 4.764 -0.487 -0.246
H 2.710 -0.611 -1.671
H -2.929 1.329 1.077
H -2.968 2.424 2.454
H -3.223 0.696 2.703
H 0.168 2.614 0.522
H 1.214 2.603 1.949
H -0.245 3.588 1.930
H -1.155 0.694 4.829
H -0.672 2.365 4.565
H 0.537 1.087 4.515
S -2.537 -0.508 -4.562
Sb -2.987 -0.276 -2.244
S -1.752 -2.103 -1.262
S -1.272 1.294 -1.552
Br 0.081 -1.387 -7.446
C 0.179 0.279 -6.562
C -0.153 1.418 -7.282
C -0.106 2.660 -6.674
C 0.276 2.769 -5.344
C 0.607 1.634 -4.625
C 0.561 0.384 -5.231
I 1.003 -1.287 -4.065
H -0.449 1.321 -8.317
H -0.371 3.542 -7.241
H 0.307 3.735 -4.859
H 0.873 1.710 -3.579
*
```

Summary:
- Highest occupied orbital energy (alpha / beta): -8.4067 / -8.4353 eV
- LUMO (alpha / beta): -0.2 / -2.2 eV
- <S²>: 0.76

=====

(3)
Formula: C18H26BF4N2OPtSi
Source: OMol25
Level of theory: wB97M-V/def2-TZVPD

```
! wB97M-V def2-TZVPD RIJCOSX def2/J DEFGRID3
* xyz 1 5
Pt -0.699 0.348 -0.978
C -3.477 0.533 2.434
C -2.525 -0.497 3.085
C -1.215 0.114 3.321
C -0.941 0.735 4.504
C 0.292 1.391 4.759
C 1.223 1.510 3.770
C 1.000 0.890 2.515
C 2.162 0.845 1.593
C 2.962 -0.520 1.709
C -0.214 0.204 2.302
N -0.298 -0.504 1.086
C -0.435 -1.789 1.092
C -0.868 -2.441 -0.076
C -1.217 -3.812 -0.292
C -1.839 -3.823 -1.519
C -1.780 -2.479 -2.042
N -1.239 -1.671 -1.164
H -4.440 0.059 2.235
H -3.099 0.858 1.481
H -3.582 1.413 3.106
H -2.441 -1.394 2.478
H -2.953 -0.799 4.072
H -1.691 0.700 5.274
H 0.393 1.915 5.698
H 2.184 2.016 3.918
H 2.953 1.583 1.817
H 1.836 0.971 0.542
H 3.538 -0.472 2.598
H 3.584 -0.777 0.839
H 2.215 -1.285 1.754
H -0.238 -2.330 2.032
H -0.971 -4.655 0.320
H -2.238 -4.640 -2.099
H -2.143 -2.054 -2.958
F -3.141 1.822 -0.726
B -2.179 2.545 -1.504
F -1.843 1.681 -2.627
F -2.611 3.789 -1.801
F -0.985 2.505 -0.699
C 3.236 -0.472 -3.279
Si 1.739 0.640 -3.413
C 0.620 -0.272 -4.526
C 2.067 2.428 -3.747
O 1.201 0.620 -1.743
H 3.598 -0.622 -4.304
H 2.889 -1.474 -2.895
H 4.071 -0.124 -2.574
H 1.117 -0.568 -5.466
H -0.333 0.210 -4.752
H 0.521 -1.218 -3.945
H 2.195 2.533 -4.800
H 2.833 2.810 -3.021
H 1.207 3.022 -3.385
*
```

Summary:
- Highest occupied orbital energy (alpha / beta): -11.9184 / -12.0282 eV
- LUMO (alpha / beta): -4.1 / -6.9 eV
- <S²>: 6.07